Entry 1:
Entry from the OMol25 dataset: a cluster of 12 separate species, C6H34O12 in total (wB97M-V/def2-TZVPD).

Each line ends with the Löwdin charge.
Element x y z (Å)
1 C -3.284 -4.373 -1.065  -0.12
2 C -1.881 -4.377 -1.599  -0.57
3 C -1.555 -3.062 -2.484  -0.09
4 O -0.993 -4.157 -0.487  -0.37
5 H -4.091 -4.617 -1.812  0.05
6 H -3.638 -3.439 -0.616  0.06
7 H -3.321 -5.153 -0.293  0.06
8 H -1.512 -5.222 -2.140  0.08
9 H -2.325 -2.954 -3.302  0.05
10 H -0.550 -3.047 -2.861  0.05
11 H -1.717 -2.156 -1.903  0.02
12 C 0.097 0.615 -1.484  -0.06
13 C 0.088 1.312 -0.152  -0.51
14 C -1.295 1.695 0.199  -0.08
15 O 0.400 0.360 0.914  -0.37
16 H -0.050 1.303 -2.271  0.07
17 H -0.743 -0.009 -1.585  0.05
18 H 1.048 0.079 -1.611  0.07
19 H 0.779 2.140 -0.252  0.11
20 H -1.432 1.887 1.276  0.07
21 H -1.977 0.838 -0.046  0.09
22 H -1.654 2.658 -0.223  0.08
23 O -0.630 4.627 2.620  -0.09
24 H -1.388 4.421 3.177  0.03
25 H -0.231 3.746 2.605  -0.02
26 O 1.539 4.572 0.386  -0.01
27 H 0.719 4.966 0.389  0.00
28 H 1.783 4.344 1.285  0.06
29 O 1.100 -2.439 -0.791  -0.08
30 H 0.802 -1.567 -0.513  -0.02
31 H 0.313 -2.942 -0.980  -0.05
32 O -1.217 -0.608 3.140  -0.07
33 H -2.048 -0.105 3.100  0.03
34 H -0.792 -0.340 2.330  -0.04
35 O 3.341 0.930 -1.981  -0.06
36 H 3.200 0.179 -2.578  0.06
37 H 2.539 1.438 -1.942  0.01
38 O 1.430 -1.904 2.056  -0.09
39 H 1.112 -2.511 1.374  0.02
40 H 0.941 -1.147 1.697  -0.03
41 O 2.987 0.226 0.701  -0.07
42 H 3.098 0.568 -0.170  -0.05
43 H 2.040 0.281 0.791  -0.06
44 O 0.468 1.973 2.926  -0.08
45 H 0.387 1.562 2.044  -0.03
46 H 1.284 1.608 3.277  0.06
47 O 3.971 3.545 -0.656  -0.06
48 H 4.619 4.236 -0.451  0.03
49 H 3.138 3.940 -0.413  -0.03
50 O -1.730 -1.551 0.423  -0.07
51 H -1.227 -0.710 0.463  -0.02
52 H -1.945 -1.660 -0.511  -0.02

Calculated values
Net charge: -2
M (g mol⁻¹): 298.3
HOMO-LUMO gap (hartree): 0.1779
Electronic energy (eV): -31341.9993

Entry 2:
Entry from the OMol25 dataset: a structure of composition C21H32AgNO7 (wB97M-V/def2-TZVPD).

Each line ends with the Löwdin charge.
Element x y z (Å)
1 Ag 0.677 -0.935 0.433  0.36
2 C -2.732 -0.824 7.794  -0.02
3 C -3.811 -1.163 8.704  -0.35
4 C -5.068 -1.753 8.000  -0.40
5 O -5.946 -2.164 8.748  -0.02
6 C -5.191 -1.671 6.552  0.00
7 C -4.121 -1.298 5.727  -0.35
8 C -2.841 -0.846 6.419  -0.40
9 O -1.788 -0.466 5.794  -0.08
10 O -4.303 -1.259 4.411  -0.13
11 O -3.847 -1.134 9.983  -0.07
12 H -1.883 -0.399 8.309  0.09
13 H -6.174 -1.941 6.194  0.09
14 C -0.505 3.223 -1.619  -0.04
15 C -0.402 3.139 -3.212  -0.49
16 C 0.966 3.877 -3.423  -0.21
17 C 1.496 3.892 -4.795  -0.21
18 C 1.856 2.398 -5.104  -0.11
19 C 0.608 1.381 -4.971  -0.47
20 N -0.172 1.760 -3.686  -0.14
21 O -1.322 0.887 -3.396  -0.28
22 C 1.198 -0.031 -4.800  -0.07
23 C -0.281 1.398 -6.199  -0.05
24 C -1.557 3.929 -3.834  -0.05
25 H -0.864 4.232 -1.418  0.06
26 H 0.446 3.136 -1.094  0.06
27 H -1.253 2.455 -1.424  0.07
28 H 1.731 3.354 -2.849  0.11
29 H 0.868 4.877 -3.001  0.11
30 H 2.416 4.475 -4.755  0.10
31 H 0.895 4.455 -5.509  0.10
32 H 2.691 1.974 -4.546  0.10
33 H 2.200 2.394 -6.138  0.09
34 H 0.354 -0.719 -4.770  0.07
35 H 1.836 -0.155 -3.925  0.07
36 H 1.814 -0.367 -5.634  0.07
37 H -1.016 2.194 -6.081  0.07
38 H -0.782 0.434 -6.285  0.07
39 H 0.243 1.548 -7.143  0.07
40 H -2.137 4.479 -3.092  0.06
41 H -2.351 3.289 -4.218  0.07
42 H -1.186 4.612 -4.599  0.06
43 C -2.376 -8.003 0.549  -0.04
44 C -1.910 -7.082 1.699  -0.45
45 O -1.161 -6.132 1.365  0.03
46 C -2.401 -7.422 3.066  -0.03
47 H -2.530 -7.388 -0.338  0.08
48 H -3.321 -8.440 0.872  0.06
49 H -1.700 -8.811 0.271  0.07
50 H -1.705 -8.147 3.490  0.09
51 H -3.440 -7.745 3.013  0.08
52 H -2.219 -6.554 3.701  0.09
53 C 5.531 1.759 2.814  -0.01
54 C 5.935 1.553 1.320  -0.49
55 O 5.288 0.783 0.627  0.04
56 C 7.093 2.241 0.705  -0.03
57 H 5.426 0.781 3.283  0.08
58 H 4.608 2.330 2.915  0.08
59 H 6.298 2.312 3.357  0.06
60 H 6.679 2.857 -0.094  0.09
61 H 7.774 1.449 0.394  0.10
62 H 7.371 2.991 1.445  0.07

Calculated values
Net charge: -2
M (g mol⁻¹): 518.4
HOMO-LUMO gap (hartree): 0.0629
Electronic energy (eV): -42108.7898

Entry 3:
Entry from the OMol25 dataset: a cluster of 11 separate species, C52H94O14 in total (wB97M-V/def2-TZVPD).

Each line ends with the Löwdin charge.
Element x y z (Å)
1 C 5.088 0.210 -1.433  -0.07
2 O 6.431 0.554 -0.992  -0.17
3 C 7.450 -0.157 -1.636  -0.22
4 C 7.809 -1.493 -0.915  -0.22
5 O 6.791 -2.467 -0.980  -0.19
6 C 7.272 -3.769 -0.543  -0.08
7 H 4.850 -0.835 -1.239  0.07
8 H 4.898 0.356 -2.496  0.07
9 H 4.396 0.836 -0.870  0.07
10 H 8.376 0.415 -1.694  0.12
11 H 7.256 -0.281 -2.701  0.12
12 H 8.057 -1.175 0.097  0.12
13 H 8.785 -1.784 -1.303  0.12
14 H 6.418 -4.441 -0.630  0.08
15 H 7.620 -3.782 0.489  0.08
16 H 8.099 -4.138 -1.150  0.08
17 C 4.284 3.635 -3.769  -0.10
18 O 3.964 2.258 -3.691  -0.23
19 C 2.683 1.877 -4.237  -0.17
20 C 2.100 0.550 -3.708  -0.18
21 O 0.705 0.450 -4.007  -0.16
22 C 0.044 -0.559 -3.254  -0.10
23 H 4.509 3.976 -4.780  0.08
24 H 5.219 3.755 -3.221  0.09
25 H 3.405 4.176 -3.420  0.07
26 H 2.726 2.044 -5.313  0.13
27 H 1.966 2.576 -3.807  0.10
28 H 2.188 0.619 -2.624  0.10
29 H 2.681 -0.245 -4.177  0.13
30 H 0.158 -0.510 -2.172  0.06
31 H 0.347 -1.583 -3.471  0.08
32 H -1.037 -0.550 -3.399  0.07
33 C -5.748 1.579 1.068  -0.09
34 O -6.730 1.515 0.039  -0.16
35 C -6.640 0.410 -0.786  -0.23
36 C -7.855 0.143 -1.684  -0.22
37 O -9.002 -0.030 -0.906  -0.18
38 C -10.228 -0.232 -1.618  -0.08
39 H -5.561 0.573 1.444  0.09
40 H -6.120 2.289 1.806  0.09
41 H -4.790 2.009 0.778  0.07
42 H -6.547 -0.498 -0.191  0.12
43 H -5.682 0.422 -1.306  0.10
44 H -7.676 -0.737 -2.302  0.11
45 H -7.968 0.917 -2.442  0.11
46 H -11.053 -0.462 -0.944  0.09
47 H -10.085 -1.078 -2.290  0.08
48 H -10.466 0.691 -2.146  0.09
49 C -2.627 -0.533 -0.247  -0.12
50 O -2.747 0.019 1.034  -0.19
51 C -1.815 -0.545 1.975  -0.15
52 C -0.406 0.098 2.037  -0.14
53 O 0.346 -0.273 0.869  -0.21
54 C 1.699 -0.092 1.099  -0.14
55 H -3.113 -1.495 -0.410  0.09
56 H -1.613 -0.531 -0.648  0.07
57 H -3.142 0.059 -1.004  0.07
58 H -1.792 -1.630 1.868  0.10
59 H -2.306 -0.302 2.917  0.12
60 H 0.152 -0.247 2.908  0.12
61 H -0.506 1.183 2.064  0.11
62 H 2.056 -0.918 1.714  0.08
63 H 2.025 0.844 1.552  0.09
64 H 2.213 -0.123 0.139  0.07
65 C -5.011 -0.619 -7.168  -0.07
66 O -4.625 -1.619 -6.205  -0.19
67 C -3.365 -1.443 -5.654  -0.23
68 C -3.001 -2.517 -4.577  -0.16
69 O -3.433 -2.222 -3.234  -0.22
70 C -4.848 -2.093 -3.126  -0.10
71 H -4.987 0.349 -6.667  0.08
72 H -6.012 -0.871 -7.519  0.09
73 H -4.463 -0.643 -8.110  0.08
74 H -3.161 -0.493 -5.161  0.11
75 H -2.621 -1.518 -6.448  0.12
76 H -1.920 -2.600 -4.468  0.11
77 H -3.473 -3.467 -4.828  0.12
78 H -5.061 -1.896 -2.075  0.07
79 H -5.426 -2.944 -3.487  0.10
80 H -5.120 -1.206 -3.699  0.06
81 C 5.443 -1.159 2.423  -0.05
82 O 4.814 -1.140 3.745  -0.22
83 C 5.127 0.039 4.512  -0.17
84 C 6.621 -0.020 5.100  -0.21
85 O 6.828 0.991 6.055  -0.19
86 C 8.154 0.964 6.699  -0.08
87 H 4.964 -0.314 1.928  0.08
88 H 5.211 -2.077 1.885  0.08
89 H 6.507 -0.951 2.540  0.07
90 H 4.356 0.184 5.268  0.12
91 H 5.089 0.957 3.926  0.11
92 H 7.338 -0.023 4.280  0.11
93 H 6.590 -0.954 5.661  0.12
94 H 8.972 0.502 6.147  0.08
95 H 8.152 0.501 7.686  0.08
96 H 8.514 1.989 6.788  0.08
97 C 1.856 -2.768 5.414  -0.08
98 O 0.918 -3.811 5.656  -0.22
99 C 1.424 -5.104 5.577  -0.22
100 C 0.458 -6.306 5.758  -0.17
101 O -0.020 -6.391 7.091  -0.17
102 C -1.008 -5.460 7.316  -0.15
103 H 2.598 -3.064 4.672  0.07
104 H 2.416 -2.579 6.330  0.09
105 H 1.264 -1.922 5.064  0.09
106 H 2.192 -5.102 6.351  0.13
107 H 1.964 -5.201 4.635  0.11
108 H 1.109 -7.164 5.590  0.13
109 H -0.422 -6.292 5.115  0.12
110 H -0.573 -4.476 7.492  0.08
111 H -1.503 -5.806 8.224  0.09
112 H -1.826 -5.331 6.608  0.09
113 C -1.818 3.718 2.152  -0.09
114 C -1.178 4.848 2.593  -0.09
115 C -1.686 5.624 3.625  -0.10
116 C -2.876 5.253 4.182  -0.11
117 C -3.444 4.045 3.855  -0.09
118 C -2.942 3.280 2.817  -0.08
119 H -1.401 3.104 1.368  0.08
120 H -0.284 5.249 2.139  0.10
121 H -1.212 6.572 3.835  0.10
122 H -3.279 5.929 4.921  0.10
123 H -4.369 3.861 4.382  0.10
124 H -3.451 2.376 2.516  0.08
125 C -0.458 4.038 -1.139  -0.10
126 C 0.143 5.273 -0.917  -0.10
127 C 1.554 5.402 -0.839  -0.08
128 C 2.345 4.240 -0.865  -0.09
129 C 1.735 2.974 -0.923  -0.07
130 C 0.318 2.867 -1.072  -0.06
131 H -1.515 4.019 -1.361  0.09
132 H -0.512 6.130 -0.981  0.10
133 H 1.936 6.396 -0.655  0.10
134 H 3.394 4.341 -0.629  0.10
135 H 2.253 2.034 -0.801  0.07
136 H -0.192 1.920 -0.978  0.09
137 C 1.681 -3.428 -0.757  -0.07
138 C 0.352 -3.370 -0.321  -0.08
139 C 0.101 -3.474 1.035  -0.11
140 C 1.098 -3.686 1.954  -0.09
141 C 2.398 -3.815 1.541  -0.11
142 C 2.706 -3.627 0.207  -0.08
143 H 1.909 -3.338 -1.809  0.09
144 H -0.435 -3.219 -1.045  0.10
145 H -0.945 -3.519 1.300  0.10
146 H 0.693 -3.796 2.949  0.10
147 H 3.212 -3.944 2.239  0.10
148 H 3.749 -3.612 -0.074  0.09
149 C -4.645 4.573 -4.728  -0.09
150 C -3.653 3.799 -4.089  -0.07
151 C -3.886 2.433 -3.729  -0.07
152 C -5.101 1.885 -4.102  -0.10
153 C -6.065 2.676 -4.778  -0.09
154 C -5.877 4.015 -5.054  -0.10
155 H -4.414 5.608 -4.930  0.10
156 H -2.776 4.325 -3.742  0.08
157 H -3.090 1.873 -3.260  0.09
158 H -5.317 0.843 -3.917  0.07
159 H -7.022 2.203 -4.942  0.10
160 H -6.541 4.649 -5.622  0.10

Calculated values
SMILES: c1ccccc1.c1ccccc1.c1ccccc1.c1ccccc1.COCCOC.COCCOC.COCCOC.COCCOC.COCCOC.COCCOC.COCCOC
M (g mol⁻¹): 943.3
HOMO-LUMO gap (hartree): 0.3604
Electronic energy (eV): -84101.9132